1.
A gas-phase ion, C5H4N5OS (charge +1). Source: the Open Molecules 2025 dataset; level of theory: wB97M-V/def2-TZVPD.

Computed properties:
- Energy relative to the best compared isomer or geometry (same formula, charge and spin): 213.0 kJ/mol
- Kohn-Sham gap: 0.285 Ha
- Maximum force: 0.0413 Eh/bohr
- Net charge: +1

CARTESIAN COORDINATES (ANGSTROEM)
C 0.05414 -1.28005 0.23426
C 1.77860 0.34538 -0.33829
C 0.07713 1.90706 -0.94855
C -0.30381 3.06006 -1.35178
C -1.56023 -2.73008 1.19440
N -0.47308 -0.18310 -0.18806
N 2.78147 1.04880 -0.67319
N 3.68274 1.66964 -0.94265
N -0.58738 -2.41886 0.44748
N 0.42640 0.76014 -0.52576
O -2.02283 -1.95732 2.14650
S 1.83289 -1.31007 0.29135
H -0.46292 3.28940 -2.39709
H -0.50073 3.86925 -0.65942
H -1.97883 -3.72350 1.04772
H -2.74355 -2.34675 2.66308

Forces on the atoms, in the same order (eV/Å):
1.27 0.65 -0.16
-0.49 -1.49 0.63
0.07 -1.10 0.38
-0.17 0.50 -0.15
0.22 -0.28 -0.08
-2.04 -0.58 0.17
0.57 0.69 -0.23
0.12 0.12 -0.09
-0.20 -0.56 -0.20
0.97 1.74 -0.53
-0.10 0.39 0.22
-0.21 0.13 0.00
0.06 -0.16 -0.19
0.05 -0.01 0.22
-0.21 0.08 0.20
0.09 -0.14 -0.18

Atomic partial charges in e from the Löwdin method, atoms 1 to 5: C -0.610; C -0.514; C 0.021; C 0.144; C -0.196

=====

2.
2 unconnected molecules or ions with the total composition C5H4NO. Source: the Open Molecules 2025 dataset; level of theory: wB97M-V/def2-TZVPD.

Computed properties:
- Energy relative to the best compared isomer or geometry (same formula, charge and spin): 1055.3 kJ/mol
- Kohn-Sham gap (alpha / beta): 0.283 / 0.204 Ha
- Maximum force: 0.0766 Eh/bohr
- Net charge: +1

CARTESIAN COORDINATES (ANGSTROEM)
C -2.89197 -2.87283 1.54244
C -2.41294 -2.37926 0.56591
C 0.21688 -0.68487 -0.70277
C 0.91187 0.55170 -0.78026
C 1.72486 1.65108 -1.08617
N 0.07997 0.23196 0.28728
O -0.22328 0.64005 1.34450
H -3.35481 -3.13458 2.42409
H 2.04389 1.64722 -2.08994
H 2.79177 1.72135 -0.48141
H 1.11375 2.62819 -1.02368

Forces on the atoms, in the same order (eV/Å):
-0.21 -0.37 0.05
0.97 0.85 -1.59
0.92 1.71 -0.56
-1.24 -2.68 0.17
2.23 3.00 1.23
0.10 0.05 1.25
-0.45 -0.11 -0.06
-0.63 -0.39 1.48
0.33 -0.45 -1.50
-2.97 -0.26 -0.96
0.95 -1.36 0.49

Atomic partial charges in e from the Löwdin method, atoms 1 to 5: C -0.020; C 0.071; C 0.392; C -0.047; C 0.020

=====

3.
2 unconnected molecules or ions with the total composition C5H4NO4. Source: the Open Molecules 2025 dataset; level of theory: wB97M-V/def2-TZVPD.

Computed properties:
- Energy relative to the best compared isomer or geometry (same formula, charge and spin): 201.7 kJ/mol
- Kohn-Sham gap: 0.230 Ha
- Maximum force: 0.0839 Eh/bohr
- Net charge: -1

CARTESIAN COORDINATES (ANGSTROEM)
C -1.98177 -0.95193 -1.02263
C -1.23594 -0.40220 -0.23354
C 1.44289 -1.19941 -0.00657
C 0.46583 1.41301 -0.34702
C -0.34226 0.47845 0.36209
N -0.42543 0.53917 1.81411
O 1.72021 -1.09042 -1.12339
O 0.50904 1.33883 -1.71014
O 1.37663 -1.66694 1.05222
O 1.10980 2.32223 0.17917
H -2.55084 -1.83750 -1.55208
H -0.38013 -0.34722 2.28540
H -0.06903 0.47822 -2.00037
H 0.36101 0.92570 2.30275

Forces on the atoms, in the same order (eV/Å):
-2.37 -3.29 -1.47
0.39 0.99 -0.93
-0.44 -0.44 -0.05
-0.25 0.58 0.33
0.86 -0.70 1.31
-0.37 0.47 0.73
0.54 0.37 -1.60
-2.25 -3.01 -1.16
0.06 -0.31 1.72
0.10 -0.28 0.12
1.71 2.50 1.35
-0.56 -1.05 -0.70
1.95 2.95 1.11
0.63 1.23 -0.77

Atomic partial charges in e from the Löwdin method, atoms 1 to 5: C 0.024; C -0.211; C -0.499; C -0.591; C -0.365

=====

4.
A single C5H4O molecule. Source: the Open Molecules 2025 dataset; level of theory: wB97M-V/def2-TZVPD.

Computed properties:
- Energy relative to the best compared isomer or geometry (same formula, charge and spin): 435.9 kJ/mol
- Kohn-Sham gap: 0.336 Ha
- Maximum force: 0.0677 Eh/bohr
- SMILES: O=C[C@]12[C@@H]3[C@H]1[C@@H]32

CARTESIAN COORDINATES (ANGSTROEM)
C -1.61306 0.50210 0.03782
C 1.08576 0.26880 0.60537
C 0.72251 -1.07834 0.04523
C 1.17429 -0.09893 -0.84584
C -0.26985 0.05071 0.12952
O -2.12253 1.30253 0.82787
H -2.24463 0.18821 -0.70978
H 1.62992 0.57184 1.47267
H 0.65636 -2.11232 0.27951
H 0.98121 0.40540 -1.84237

Forces on the atoms, in the same order (eV/Å):
-0.21 2.38 2.31
-0.80 -0.39 -0.22
-1.78 -0.55 0.55
-1.57 2.69 -1.19
3.39 -0.79 -0.22
0.99 -0.73 -0.48
-1.22 -1.46 -2.23
0.31 0.15 -0.06
0.36 -0.36 0.17
0.53 -0.94 1.38

Atomic partial charges in e from the Löwdin method, atoms 1 to 5: C -0.220; C -0.071; C -0.123; C 0.021; C -0.136

=====

5.
2 unconnected molecules or ions with the total composition C5H4O. Source: the Open Molecules 2025 dataset; level of theory: wB97M-V/def2-TZVPD.

Computed properties:
- Energy relative to the best compared isomer or geometry (same formula, charge and spin): 595.2 kJ/mol
- Kohn-Sham gap: 0.263 Ha
- Maximum force: 0.0728 Eh/bohr

CARTESIAN COORDINATES (ANGSTROEM)
C 3.09357 -1.44668 1.89703
C 2.30232 -0.89409 1.19367
C -1.20482 1.10873 -0.90781
C 1.31691 -0.08461 0.50992
C -0.99531 -0.15042 -0.76826
O 1.32283 1.09146 0.38504
H 3.78652 -1.99803 2.33714
H -1.84032 1.67210 -1.71001
H -0.59448 1.78766 -0.35322
H -1.21147 -1.23529 -0.91467

Forces on the atoms, in the same order (eV/Å):
-2.11 1.34 -1.85
-0.97 0.88 -0.46
-1.13 0.69 -2.07
-2.35 0.32 -0.91
1.38 -2.34 1.00
1.11 0.40 0.47
2.54 -1.98 1.92
0.70 -1.42 1.58
0.84 0.47 0.53
-0.02 1.64 -0.21

Atomic partial charges in e from the Löwdin method, atoms 1 to 5: C 0.158; C -0.065; C -0.121; C -0.199; C 0.028

=====

6.
A single C5H4O molecule. Source: the Open Molecules 2025 dataset; level of theory: wB97M-V/def2-TZVPD.

Computed properties:
- Energy relative to the best compared isomer or geometry (same formula, charge and spin): 459.9 kJ/mol
- Kohn-Sham gap: 0.308 Ha
- Maximum force: 0.0699 Eh/bohr

CARTESIAN COORDINATES (ANGSTROEM)
C -0.95024 0.32357 0.23613
C -2.13624 0.11836 0.62038
C 0.55854 -0.03655 0.34046
C 1.21913 -0.78611 1.19937
C -0.54571 0.69238 -1.24275
O 0.83837 0.42785 -0.93958
H 2.14308 -1.34722 0.99920
H 0.69490 -1.10380 2.10350
H -1.12976 -0.00354 -1.85298
H -0.69208 1.71507 -1.46373

Forces on the atoms, in the same order (eV/Å):
3.53 0.04 -0.70
-1.62 -0.11 0.77
-2.03 0.19 -0.53
0.19 -0.98 0.26
-0.81 -0.77 1.62
0.02 -0.75 0.04
-0.24 0.91 -0.10
0.12 0.35 -0.30
0.99 0.13 -0.59
-0.15 0.98 -0.48

Atomic partial charges in e from the Löwdin method, atoms 1 to 5: C -0.280; C 0.213; C -0.304; C 0.075; C -0.085

=====

7.
A molecular structure, C5H4O. Source: the Open Molecules 2025 dataset; level of theory: wB97M-V/def2-TZVPD.

Computed properties:
- Energy relative to the best compared isomer or geometry (same formula, charge and spin): 854.1 kJ/mol
- Kohn-Sham gap (alpha / beta): 0.317 / 0.317 Ha
- Maximum force: 0.1705 Eh/bohr

CARTESIAN COORDINATES (ANGSTROEM)
C -0.26794 0.10612 2.00349
C 0.96928 -0.29819 0.33241
C -1.17189 0.22509 0.08516
C -0.36173 -0.79086 0.86984
C 0.03992 0.81527 0.77931
O -0.34649 0.27898 3.86933
H 1.86005 -0.48777 0.91575
H 1.11020 -0.38769 -0.73890
H -1.11094 0.15122 -0.99452
H -2.15250 0.49195 0.45481

Forces on the atoms, in the same order (eV/Å):
-0.33 0.85 8.72
0.87 -0.20 -0.17
-0.81 0.19 -0.36
0.06 0.26 -0.29
-0.07 -0.31 -0.24
0.30 -0.76 -7.83
-0.04 0.01 0.08
-0.16 0.01 -0.01
0.16 -0.05 0.02
0.02 0.00 0.08

Atomic partial charges in e from the Löwdin method, atoms 1 to 5: C 0.076; C -0.039; C -0.040; C -0.101; C -0.103

=====

8.
A single C5H4O molecule. Source: the Open Molecules 2025 dataset; level of theory: wB97M-V/def2-TZVPD.

Computed properties:
- Energy relative to the best compared isomer or geometry (same formula, charge and spin): 0.0 kJ/mol
- Kohn-Sham gap: 0.318 Ha
- Maximum force: 0.0233 Eh/bohr
- SMILES: O=C1C=CC=C1

CARTESIAN COORDINATES (ANGSTROEM)
C 0.82784 0.01846 0.00321
C -0.09543 -1.19885 -0.01156
C -1.35186 -0.75663 -0.00687
C -1.34471 0.74218 0.01585
C -0.08812 1.20748 -0.02279
H 0.25592 -2.22408 -0.02470
H -2.27164 -1.31093 0.04488
H -2.25330 1.33504 0.03006
H 0.23819 2.23232 -0.02464
O 2.04307 -0.01352 0.01342

Forces on the atoms, in the same order (eV/Å):
0.70 -0.63 -0.32
-0.02 -0.06 0.00
0.39 0.37 0.32
0.39 0.31 -0.23
-0.53 -0.15 0.26
0.01 0.22 0.04
-0.03 -0.28 -0.13
0.17 -0.05 0.00
0.08 0.06 0.00
-1.18 0.22 0.05

Atomic partial charges in e from the Löwdin method, atoms 1 to 5: C -0.373; C -0.013; C -0.064; C -0.057; C -0.018

=====

9.
A single C5H4O2 molecule. Source: the Open Molecules 2025 dataset; level of theory: wB97M-V/def2-TZVPD.

Computed properties:
- Energy relative to the best compared isomer or geometry (same formula, charge and spin): 500.5 kJ/mol
- Kohn-Sham gap: 0.335 Ha
- Maximum force: 0.1673 Eh/bohr
- SMILES: C#CC(=C)C(=O)O

CARTESIAN COORDINATES (ANGSTROEM)
C -0.68941 1.02306 0.47413
C 0.16276 -0.24753 0.37438
C 0.52437 -0.69666 1.63007
C 0.42542 -0.46827 -1.03250
C 0.69951 -0.50397 -2.30212
H -1.55899 0.40532 -1.42247
H 0.16379 -0.12177 2.43154
H 1.37371 -1.37206 2.12120
H 1.28681 -0.82089 -3.32343
O -1.76859 1.03927 -0.54117
O -0.61938 1.76350 1.59038

Forces on the atoms, in the same order (eV/Å):
-2.46 1.63 4.45
0.10 1.25 1.30
2.61 -1.05 -1.32
2.57 -1.32 -6.33
0.47 -1.08 4.47
-0.14 2.29 3.76
-0.89 0.83 0.59
-2.01 0.70 -2.30
-2.17 1.20 3.14
3.06 -0.79 -0.06
-1.14 -3.66 -7.70

Atomic partial charges in e from the Löwdin method, atoms 1 to 5: C -0.275; C -0.244; C 0.121; C -0.113; C 0.111

=====

10.
A single C5H4O2 molecule. Source: the Open Molecules 2025 dataset; level of theory: wB97M-V/def2-TZVPD.

Computed properties:
- Energy relative to the best compared isomer or geometry (same formula, charge and spin): 178.7 kJ/mol
- Kohn-Sham gap: 0.371 Ha
- Maximum force: 0.0447 Eh/bohr
- SMILES: C#CC(=C)C(=O)O

CARTESIAN COORDINATES (ANGSTROEM)
C 0.73744 1.18225 0.41802
C -0.25036 0.20619 -0.10457
C -1.00268 0.58748 -1.14583
O 2.00547 0.73069 0.29568
C -0.36267 -1.08782 0.47588
C -0.45467 -2.16203 1.00423
O 0.44836 2.28037 0.86197
H 2.06163 -0.14265 -0.13750
H -1.74015 -0.07279 -1.59040
H -0.90133 1.58033 -1.57736
H -0.54104 -3.10202 1.49989

Forces on the atoms, in the same order (eV/Å):
-0.04 1.24 0.60
-1.23 0.31 -0.98
0.00 -0.02 0.14
0.34 0.31 0.22
0.12 -0.36 0.31
0.06 0.05 0.03
0.91 -1.95 -0.80
-0.33 0.50 0.31
0.15 -0.01 0.09
0.02 -0.14 0.18
0.00 0.07 -0.10

Atomic partial charges in e from the Löwdin method, atoms 1 to 5: C -0.486; C -0.265; C 0.123; O 0.119; C -0.101

=====

11.
A single C5H4O2 molecule. Source: the Open Molecules 2025 dataset; level of theory: wB97M-V/def2-TZVPD.

Computed properties:
- Energy relative to the best compared isomer or geometry (same formula, charge and spin): 306.7 kJ/mol
- Kohn-Sham gap (alpha / beta): 0.259 / 0.259 Ha
- Maximum force: 0.0144 Eh/bohr
- SMILES: O=C1CC=C=C1O

CARTESIAN COORDINATES (ANGSTROEM)
O 0.57631 -0.53608 2.13970
C 0.32072 -0.22535 1.00566
C 1.25648 0.30838 -0.07481
C 0.26077 0.59859 -1.17326
C -1.02841 0.13351 -1.03753
C -1.01320 -0.35371 0.26908
O -2.02818 -0.95043 0.83823
H 1.80748 1.19782 0.25658
H 2.00002 -0.44851 -0.35009
H 0.57030 1.21720 -2.01716
H -2.72229 -0.94143 0.14360

Forces on the atoms, in the same order (eV/Å):
-0.29 0.19 -0.66
0.16 -0.14 0.30
-0.02 0.04 0.02
0.06 0.09 -0.07
0.24 -0.01 0.18
-0.15 -0.06 0.02
0.10 0.15 -0.24
-0.09 -0.15 -0.04
-0.12 0.05 0.05
0.00 -0.05 0.13
0.10 -0.11 0.30

Atomic partial charges in e from the Löwdin method, atoms 1 to 5: O 0.148; C -0.310; C -0.098; C -0.063; C -0.023

=====

12.
A single C5H4O2 molecule. Source: the Open Molecules 2025 dataset; level of theory: wB97M-V/def2-TZVPD.

Computed properties:
- Energy relative to the best compared isomer or geometry (same formula, charge and spin): 181.9 kJ/mol
- Kohn-Sham gap: 0.312 Ha
- Maximum force: 0.0264 Eh/bohr
- SMILES: O=C=C/C=C\C=O

CARTESIAN COORDINATES (ANGSTROEM)
O 1.62533 -1.14720 -1.47835
C 1.52892 -0.29627 -0.69901
O -0.15887 -1.68661 1.09884
C -0.99885 -1.15708 0.39598
C -1.02281 0.22425 -0.12672
C -0.05680 1.13830 0.18158
C 1.32548 0.71395 0.15539
H -1.96067 -1.67219 0.21577
H -1.95497 0.52446 -0.60361
H -0.29978 2.18810 0.38828
H 2.18995 1.14923 0.64030

Forces on the atoms, in the same order (eV/Å):
0.17 1.00 0.91
-0.09 -0.81 -0.52
-0.17 0.15 -0.52
-0.09 -0.04 0.06
-0.01 0.11 0.19
0.15 -0.19 -0.23
0.05 -0.01 0.00
0.02 -0.11 -0.04
-0.03 0.09 0.63
0.22 -0.29 -0.49
-0.22 0.09 0.03

Atomic partial charges in e from the Löwdin method, atoms 1 to 5: O 0.236; C -0.157; O 0.019; C -0.296; C -0.094